DFT (ωB97M-V/def2-TZVPD) results for a 7-piece molecular cluster, C7H14Cl14 overall.

Bonds (Å) are listed after each position.
Geometry (Å):
1 C -2.521 -0.919 4.259  Cl2 1.836, Cl3 1.813, H4 1.090, H5 1.090
2 Cl -1.142 0.255 3.959  C1 1.836
3 Cl -1.930 -2.632 4.317  C1 1.813
4 H -2.911 -0.693 5.252  C1 1.090
5 H -3.301 -0.706 3.528  C1 1.090
6 C -1.222 -4.249 1.007  Cl7 1.817, Cl8 1.759, H9 1.090, H10 1.090
7 Cl -2.657 -4.853 0.069  C6 1.817
8 Cl -0.930 -5.247 2.426  C6 1.759
9 H -0.307 -4.196 0.418  C6 1.090
10 H -1.428 -3.257 1.408  C6 1.090
11 C 0.552 4.926 -2.203  Cl12 1.762, Cl13 1.721, H14 1.090, H15 1.090
12 Cl 1.876 4.618 -3.325  C11 1.762
13 Cl -0.995 4.972 -2.956  C11 1.721
14 H 0.583 4.114 -1.477  C11 1.090
15 H 0.616 5.816 -1.578  C11 1.090
16 C 3.319 0.720 -2.575  Cl17 1.822, Cl18 1.756, H19 1.090, H20 1.090
17 Cl 3.743 1.344 -4.234  C16 1.822
18 Cl 3.215 -1.033 -2.608  C16 1.756
19 H 4.157 0.994 -1.934  C16 1.090
20 H 2.363 1.076 -2.190  C16 1.090
21 C -0.218 0.044 0.421  Cl22 1.775, Cl23 1.795, H24 1.090, H25 1.090
22 Cl -0.180 -1.517 -0.423  C21 1.775
23 Cl 0.558 1.358 -0.523  C21 1.795
24 H -1.272 0.266 0.588  C21 1.090
25 H 0.213 -0.090 1.413  C21 1.090
26 C 3.203 -3.630 -0.436  Cl27 1.796, Cl28 1.786, H29 1.090, H30 1.090
27 Cl 3.194 -5.339 0.117  C26 1.796
28 Cl 4.567 -2.692 0.234  C26 1.786
29 H 3.379 -3.675 -1.511  C26 1.090
30 H 2.221 -3.229 -0.184  C26 1.090
31 C -3.393 3.419 -0.360  Cl32 1.781, Cl33 1.765, H34 1.090, H35 1.090
32 Cl -3.295 5.188 -0.176  C31 1.781
33 Cl -2.562 2.599 0.965  C31 1.765
34 H -4.446 3.141 -0.339  C31 1.090
35 H -3.047 3.111 -1.347  C31 1.090

## Properties
- Spin multiplicity: 2
- ΔE to the lowest compared entry with this formula, charge and spin: 11.8 kcal per mole
- Largest force on an atom: 1.62 eV/Å
- ⟨S²⟩: 0.75
- Orbital gap (alpha / beta): 9.8 / 2.2 eV
- E_tot: -6717.36398 hartree
- Net charge: +1